ORCA calculation (ωB97M-V/def2-TZVPD) on a structure of composition C6H7N2O5 at a distorted geometry.

```
20
Properties=species:S:1:pos:R:3:nbo_charge:R:1
C 1.3172 0.0192 0.8707 0.768
C 0.5350 -1.3908 -1.0585 0.792
C 0.6815 -1.7679 2.4058 0.886
C 0.1701 -0.8498 0.3810 -0.110
C -1.0733 0.1489 0.2748 -0.386
C -0.8693 1.4951 -0.3724 -0.249
N 0.1116 -1.8411 1.3483 -0.618
N -0.7402 1.4384 -1.8231 -0.819
O 1.1255 -0.5092 -1.8635 -0.694
O 0.9722 -2.2134 3.4433 -0.603
O 1.5956 -0.2116 2.0687 -0.645
O 1.7573 0.9206 0.1637 -0.730
O 0.4175 -2.5520 -1.3761 -0.605
H -1.4050 0.2410 1.3830 0.221
H -1.9438 -0.4742 -0.1764 0.204
H -1.6816 1.9697 0.0050 0.157
H -0.0995 2.0455 0.1084 0.222
H -1.5490 0.9399 -2.2477 0.346
H 1.4484 0.2260 -1.3278 0.514
H -0.7701 2.3659 -2.2069 0.347
```

* Kohn-Sham gap: 8.87 eV
* total charge: -1
* highest occupied orbital energy: -5.430 eV
* max |F|: 5.12 eV/Å

ORCA calculation (ωB97M-V/def2-TZVPD) on a structure of composition C6H7N2OS3Ta.

```
20
Properties=species:S:1:pos:R:3:nbo_charge:R:1
Ta 0.6321 -0.8163 0.0000 1.408
S 2.7931 -3.7216 -2.5835 0.647
C 2.7476 -2.5238 -1.6824 -0.357
S -0.2918 -2.4525 -0.9174 -0.119
S 3.0332 -1.2389 -0.7299 0.138
N -1.2895 2.3036 -2.1045 -0.440
C -0.8852 3.0341 -1.0042 -0.026
C -0.2370 2.1687 -0.1990 -0.071
N -0.2441 0.9056 -0.8095 -0.664
C -0.9061 1.0471 -1.9708 0.288
H -1.8079 2.6689 -2.8938 0.471
H -1.0962 4.0841 -0.8980 0.281
H 0.2323 2.3514 0.7538 0.255
H -1.1042 0.2603 -2.6799 0.261
C -0.6237 -1.4200 3.2213 -0.743
C 0.1765 -1.1155 2.0330 0.333
O 1.4140 -0.9788 1.9795 -0.528
H -0.0180 -1.3925 4.1255 0.276
H -1.0473 -2.4198 3.0734 0.302
H -1.4779 -0.7442 3.2863 0.287
```

* Kohn-Sham gap: 8.38 eV
* total charge: +2
* highest occupied orbital energy: -16.961 eV
* max |F|: 0.97 eV/Å

ORCA calculation (ωB97M-V/def2-TZVPD) on the molecule C6H7N3 at a distorted geometry.

```
16
Properties=species:S:1:pos:R:3:nbo_charge:R:1
C -0.8184 -2.7654 0.4856 -0.381
C -0.2011 -1.7336 -0.1673 -0.212
C -0.0829 -0.3492 0.4766 -0.130
C -0.2193 0.1003 1.6845 -0.289
C -0.3156 1.4522 1.5392 0.020
C 0.3095 0.6756 -0.3128 0.221
H -1.1170 -3.8828 0.0785 0.210
H -0.9831 -2.8605 1.6230 0.198
H 0.1524 -1.7238 -1.1863 0.255
H 0.0469 -0.6159 2.7321 0.245
H -0.6644 2.0713 2.5049 0.200
H -0.1848 2.9929 -0.0157 0.454
H 1.2195 0.1974 -3.1124 0.329
N 0.0175 2.0238 0.3128 -0.563
N 0.3767 1.0089 -1.7072 -0.131
N 0.9626 -0.2411 -2.1569 -0.426
```

* Kohn-Sham gap: 7.36 eV
* highest occupied orbital energy: -7.996 eV
* max |F|: 9.74 eV/Å

ORCA calculation (ωB97M-V/def2-TZVPD) on the molecule C6H7N3 at a distorted geometry.

```
16
Properties=species:S:1:pos:R:3:lowdin_spin:R:1
C -2.6478 0.1674 0.0901 0.048
C -1.7988 1.2989 0.0718 0.229
C -1.9433 -1.0635 -0.0828 0.222
C -0.5282 0.8035 -0.1679 -0.002
C 0.6037 -1.1661 -0.4604 0.606
C 2.7583 0.2172 0.3562 0.039
N 0.7193 1.1664 -0.2289 0.338
N -0.6395 -0.6562 -0.2876 0.167
N 1.5274 0.1736 -0.3529 0.260
H -3.6747 0.2539 0.4226 0.000
H -2.1520 2.3285 0.1601 0.012
H -2.3513 -2.0624 -0.2767 0.013
H 1.1700 -1.9784 -0.8928 0.049
H 3.5641 0.5501 -0.2155 0.003
H 2.8482 -0.8489 0.6783 0.010
H 2.5445 0.8160 1.1864 0.007
```

* Kohn-Sham gap (alpha / beta): 6.60 / 7.20 eV
* highest occupied orbital energy (alpha / beta): -5.544 / -8.242 eV
* multiplicity: 3
* max |F|: 5.09 eV/Å